The following is a quantum chemistry calculation of a molecular structure, C24H24ClF6MoN3O4S3SbTe at a distorted geometry, from the OMol25 dataset.

Results
Energy relative to the best compared isomer or geometry (same formula, charge and spin)   24.1 kcal per mole
Energy   -4224.14205 Ha
Spin multiplicity   2
HOMO energy (alpha / beta)   -12.3 / -12.3 eV
HOMO-LUMO gap (alpha / beta)   5.393 / 4.490 eV
Charge   +2
LUMO level (alpha / beta)   -6.9 / -7.9 eV
Largest force on an atom   2.531 eV Å⁻¹
Expectation value of S²   0.76

Each line ends with the Mulliken charge.
Cartesian coordinates (Å):
1 C -6.10323 0.21807 1.13656  -0.400
2 C 7.47981 0.25212 -0.13523  0.548
3 C -1.79951 0.77514 0.76191  0.077
4 C 8.27638 0.30809 -1.27556  -0.386
5 C 9.46350 0.03392 1.21800  -0.758
6 C 10.24062 0.13954 0.07835  0.353
7 H -2.93761 4.92880 0.80394  0.363
8 C 0.39963 -0.36876 0.48097  1.999
9 H -3.78598 1.60238 0.76569  0.460
10 H -5.33531 -1.94087 -1.31314  0.484
11 H -6.82796 -0.13305 -2.00994  0.371
12 H -3.53943 3.36292 0.16659  0.157
13 C -3.19712 0.71273 0.64532  -0.418
14 H -7.74078 -1.64073 -1.79885  0.441
15 C -1.72467 -1.56846 0.20070  -0.935
16 S 4.75820 -5.23321 -1.60615  -0.120
17 O 3.17111 -0.05121 0.73055  -0.510
18 H -8.39791 -0.85585 0.37913  0.389
19 F 2.21227 0.05009 -1.63227  -0.595
20 Te 0.53421 -2.71381 -2.41677  1.731
21 C -1.04819 -0.38305 0.50955  0.847
22 H 5.52156 0.32225 0.76235  0.274
23 N -5.25739 -0.45422 0.16902  0.254
24 H -6.49025 -0.50760 1.86978  0.230
25 C 0.20835 1.95620 1.07870  -0.078
26 Sb 2.69845 -4.75593 -0.74398  0.890
27 C -3.07640 -1.60554 0.11876  0.310
28 H -6.92329 1.60217 -0.30705  0.396
29 S 5.28101 -0.88235 -1.31375  0.057
30 C -2.95247 3.33332 2.35671  -0.535
31 C -1.73472 3.23134 1.49593  -0.170
32 H -5.54924 0.96742 1.69487  0.204
33 F 1.33753 -4.32035 -3.18993  -0.484
34 Cl 11.96472 0.14352 0.21695  -0.184
35 O 2.98754 2.16387 0.97705  -0.580
36 F -0.40124 -1.04316 -2.40413  -0.519
37 H -3.48879 2.43074 2.60984  0.193
38 C -5.97254 -1.48975 -0.55999  -0.656
39 H -0.94703 3.93028 1.72785  0.459
40 H 7.81938 0.39479 -2.25537  0.372
41 C -7.15824 -0.87699 -1.28745  -0.946
42 C 5.98772 0.41432 -0.21359  -0.303
43 H 10.27806 0.30612 -2.05601  0.422
44 O 1.03122 -1.42390 0.14842  -1.052
45 H 9.93645 -0.07896 2.18350  0.420
46 F -3.67372 -2.78579 -0.12735  -0.352
47 N -1.12623 1.95990 1.07753  0.062
48 F -0.91598 -3.20187 -3.46060  -0.398
49 N -8.04816 -0.17152 -0.29664  -0.114
50 H -1.16688 -2.48013 0.04799  0.886
51 S 3.45072 -3.10343 0.88414  -0.272
52 H -8.86096 0.23074 -0.76562  0.358
53 C 9.65503 0.25002 -1.17431  -0.770
54 H 7.46998 0.00303 1.99532  0.348
55 Mo 3.14815 -1.27832 -0.69874  1.303
56 C 2.46317 1.10017 0.85882  0.250
57 H 5.69365 1.36745 -0.65414  0.467
58 H -2.91437 4.05025 3.16428  0.332
59 H -7.93269 1.39185 1.13997  0.408
60 F 1.32092 -1.92068 -3.87917  -0.356
61 O 2.87673 -2.51475 -1.89167  -0.858
62 H 0.70332 2.89514 1.28795  0.525
63 C -2.97270 3.85704 0.94077  -0.573
64 C 8.08214 0.08686 1.10519  -0.371
65 C -7.27194 0.88835 0.43708  -0.740
66 H -6.31584 -2.29109 0.10902  0.390
67 C -3.86253 -0.45235 0.31294  -1.171
68 C 0.99978 0.86677 0.81936  -0.425